{
  "formula": "C32H47N2O2P2Pd",
  "method": "ωB97M-V/def2-TZVPD",
  "species": ["C", "H", "C", "H", "H", "H", "C", "H", "H", "C", "H", "H", "N", "N", "H", "C", "C", "C", "C", "P", "H", "C", "H", "C", "H", "C", "H", "C", "C", "H", "C", "H", "C", "C", "H", "H", "H", "H", "H", "C", "C", "H", "C", "C", "H", "C", "H", "H", "C", "H", "C", "P", "C", "H", "H", "C", "H", "Pd", "C", "H", "H", "C", "H", "H", "H", "H", "H", "O", "C", "H", "H", "H", "H", "C", "C", "H", "H", "H", "H", "H", "C", "O", "H", "H", "C", "H"],
  "positions_angstrom": [[3.090, -1.411, -0.040], [0.578, 2.880, -3.581], [-0.314, 0.522, -2.643], [2.003, 4.474, -2.229], [2.417, -2.780, 1.487], [1.324, 1.886, 4.635], [-2.616, 2.672, 3.434], [-3.288, 1.986, 2.904], [-1.036, -0.986, 5.182], [-1.850, 3.498, 1.229], [-3.768, -1.045, -4.736], [-3.649, 0.351, -2.037], [0.137, 1.598, -0.525], [0.599, -0.974, 0.086], [-0.312, 1.904, 5.362], [-0.012, 0.341, 3.830], [-2.935, -2.946, -2.804], [-1.372, 2.979, 2.594], [1.094, -0.670, 3.485], [-0.453, 1.331, 2.288], [1.002, -3.168, -1.263], [1.763, 3.325, -0.418], [2.068, -0.878, -2.362], [0.415, -2.132, -3.107], [-4.769, -0.908, -2.595], [1.725, -1.351, -3.286], [-3.937, -3.178, -3.194], [-3.801, -0.734, -2.096], [-3.048, 0.030, 1.098], [-1.028, 3.700, 0.536], [5.451, -1.484, -0.597], [-2.134, 0.189, 4.431], [1.745, -0.966, -0.239], [-2.759, -0.871, -4.330], [-3.876, -1.139, -1.081], [-1.155, 4.886, 3.575], [-2.380, 2.253, 4.419], [-0.393, 0.732, -3.717], [6.610, -2.932, 0.510], [0.479, 1.261, 4.954], [1.162, 1.975, 1.668], [0.811, -1.304, 2.636], [1.015, 2.313, 0.182], [-2.577, -1.266, 1.075], [-2.571, 0.211, -4.324], [-1.262, -0.450, 4.249], [4.682, -3.764, 1.852], [-0.066, 3.665, 4.241], [0.634, -3.398, -2.267], [-2.216, -3.549, -3.367], [4.186, -0.917, -0.780], [-0.925, -1.045, -2.136], [3.281, -2.426, 0.914], [4.036, -0.101, -1.489], [0.839, 0.634, 5.784], [4.545, -2.971, 1.114], [2.049, -0.185, 3.253], [-1.113, 0.016, 0.413], [-0.508, 4.036, 3.307], [1.257, -1.320, 4.357], [-1.536, -1.193, 3.491], [5.625, -2.496, 0.355], [2.451, 3.894, 0.197], [-2.405, 4.434, 1.378], [2.508, -2.052, -3.611], [0.294, 4.434, 2.672], [-2.057, -1.349, -5.019], [-4.086, 0.619, 1.273], [0.149, 1.622, -1.897], [-2.531, 2.772, 0.768], [1.492, 2.861, 2.226], [-0.937, -3.119, -4.567], [-0.283, -3.994, -2.167], [1.539, 3.607, -1.771], [-2.698, -1.427, -2.906], [-3.169, 3.609, 3.585], [6.298, -1.135, -1.199], [1.633, -0.571, -4.050], [1.385, -4.023, -2.773], [0.774, -3.087, -4.998], [0.738, 2.761, -2.516], [-2.904, -2.403, 1.306], [1.944, 1.208, 1.810], [-2.898, -3.262, -1.751], [-0.033, -2.503, -4.528], [-0.167, -1.604, -5.145]],
  "mulliken_charge": [0.202, 0.602, -1.238, 0.519, 0.443, 0.375, -1.642, 0.295, 0.539, -1.543, 0.532, 0.345, 1.559, 0.045, 0.373, 1.818, -1.568, 1.967, -1.940, 1.202, 0.239, -0.779, -0.424, 1.717, 0.586, -1.226, 0.510, -1.604, 0.522, 0.395, -1.011, 0.310, 0.403, -1.663, 0.288, 0.501, 0.353, 0.826, 0.456, -1.709, -1.589, 0.169, 0.000, -0.081, 0.374, -1.570, 0.453, 0.309, -1.546, 0.245, -0.001, 0.655, -0.236, 0.496, 0.513, -0.971, 0.399, -0.317, -1.675, 0.615, 0.300, -0.411, 0.641, 0.533, 0.613, 0.398, 0.290, -0.393, 0.062, 0.237, 0.875, 0.405, 0.320, -0.962, 2.029, 0.537, 0.445, 0.402, 0.529, 0.508, -1.074, -0.374, 0.460, 0.321, -1.957, 0.450],
  "de_lowest_kj_mol": 0.0,
  "s_squared": 6.086,
  "max_force_ha_per_bohr": 0.09107,
  "multiplicity": 5,
  "mol_weight_g_mol": 660.11,
  "homo_lumo_gap_ev": [6.093, 4.875],
  "charge": 3
}